1.
Molecular formula: C19H19N9O
Method: DFT, the ωB97M-V functional and the def2-TZVPD basis

E_LUMO	0.14	eV
SMILES	CCc1ccc(NC(=O)Cn2nnc(-c3ccc(C)cc3-n3cnnn3)n2)cc1
HOMO energy	-0.2982	Ha
total charge	0
E	-1303.4429	hartree
HOMO-LUMO gap	8.257	eV

Bonds (Å) are listed after each position.
Positions of all 48 atoms, in Å:
1 O -2.60100 3.90424 -0.27748  C17 1.208
2 N 0.65433 -0.00467 -0.94663  N5 1.265, N7 1.341
3 N -1.45022 2.05228 0.41879  C17 1.344, C23 1.403, H41 1.016
4 N 2.37079 2.49887 -1.45775  N6 1.286, C29 1.345
5 N -0.18976 -0.39717 -1.80259  N2 1.265, N8 1.325
6 N 1.45016 3.39620 -1.44501  N4 1.286, N9 1.304
7 N 1.79956 -0.66653 -1.16736  N2 1.341, C11 1.401, C20 1.355
8 N 0.33105 -1.30515 -2.61491  N5 1.325, C20 1.306
9 N 0.88481 3.35955 -0.27075  N6 1.304, N10 1.321, C18 1.422
10 N 1.41521 2.44724 0.52360  N9 1.321, C29 1.326
11 C 2.95353 -0.47525 -0.39644  N7 1.401, C24 1.395, C26 1.388
12 C 4.92114 -1.36226 0.66740  C19 1.392, C26 1.387, C28 1.496
13 C -5.21643 -2.92561 -0.76581  C22 1.530, H40 1.088, H45 1.088, H46 1.087
14 C 4.34023 0.96919 0.91709  C19 1.381, C24 1.388, H36 1.079
15 C -4.64042 0.19868 0.10388  C16 1.388, C21 1.382, H32 1.080
16 C -4.26553 -1.05410 0.57029  C15 1.388, C22 1.502, C27 1.389
17 C -1.58391 3.33449 0.04050  O1 1.208, N3 1.344, C18 1.556
18 C -0.24940 4.13305 0.09923  N9 1.422, C17 1.556, H34 1.094, H44 1.091
19 C 5.17653 -0.09639 1.18755  C12 1.392, C14 1.381, H30 1.080
20 C 1.56547 -1.48083 -2.22539  N7 1.355, N8 1.306, H39 1.068
21 C -3.73933 1.24514 0.04298  C15 1.382, C23 1.389, H33 1.077
22 C -5.24138 -2.19548 0.57866  C13 1.530, C16 1.502, H35 1.092, H42 1.092
23 C -2.42706 1.04563 0.45277  N3 1.403, C21 1.389, C25 1.391
24 C 3.22078 0.79446 0.11617  C11 1.395, C14 1.388, C29 1.462
25 C -2.04049 -0.20389 0.92762  C23 1.391, C27 1.380, H38 1.081
26 C 3.79586 -1.54356 -0.12279  C11 1.388, C12 1.387, H37 1.080
27 C -2.95101 -1.23934 0.98061  C16 1.389, C25 1.380, H48 1.081
28 C 5.84709 -2.49989 0.96212  C12 1.496, H31 1.088, H43 1.089, H47 1.087
29 C 2.34798 1.90858 -0.24908  N4 1.345, N10 1.326, C24 1.462
30 H 6.04553 0.05248 1.81072  C19 1.080
31 H 5.98704 -2.60638 2.03632  C28 1.088
32 H -5.65830 0.36181 -0.21964  C15 1.080
33 H -4.04683 2.21029 -0.32243  C21 1.077
34 H -0.12193 4.49394 1.12386  C18 1.094
35 H -6.24955 -1.82001 0.76538  C22 1.092
36 H 4.55346 1.94757 1.31905  C14 1.079
37 H 3.56299 -2.52169 -0.51771  C26 1.080
38 H -1.01978 -0.35857 1.24749  C25 1.081
39 H 2.28523 -2.13348 -2.66872  C20 1.068
40 H -5.91759 -3.75726 -0.76223  C13 1.088
41 H -0.52055 1.72128 0.65967  N3 1.016
42 H -4.98542 -2.89753 1.37507  C22 1.092
43 H 6.82371 -2.31098 0.51811  C28 1.089
44 H -0.33380 4.97681 -0.58698  C18 1.091
45 H -4.21932 -3.30982 -0.96799  C13 1.088
46 H -5.48656 -2.24464 -1.56928  C13 1.087
47 H 5.46115 -3.43456 0.56469  C28 1.087
48 H -2.63804 -2.20674 1.34734  C27 1.081



2.
Molecular formula: C19H19NO2
Method: DFT, the ωB97M-V functional and the def2-TZVPD basis

E_LUMO	-1.81	eV
HOMO energy	-0.2487	Ha
total charge	0
E	-940.4564	hartree
HOMO-LUMO gap	4.955	eV

Bonds (Å) are listed after each position.
Positions of all 41 atoms, in Å:
1 O 0.86681 1.72499 -1.67810  N3 1.275
2 O 2.28336 0.08152 -2.06833  N3 1.273
3 N 1.14337 0.48061 -1.66646  O1 1.275, O2 1.273, C8 1.372
4 C 0.20001 -0.93991 1.87948  C6 1.493, C14 1.583, H28 1.099, H40 1.099
5 C 4.39640 -1.77758 0.82941  C12 1.403, C18 1.394, H35 1.091
6 C 1.16741 0.08403 1.38510  C4 1.493, C16 1.437, C19 1.421
7 C -3.96271 0.27211 -1.79832  C9 1.409, C13 1.406, C20 1.498
8 C 0.21842 -0.40696 -1.17650  N3 1.372, C22 1.430, H34 1.096
9 C -3.04562 1.33898 -1.86891  C7 1.409, C21 1.389, H33 1.091
10 C 4.78547 0.61339 0.51953  C11 1.391, C12 1.407, H39 1.093
11 C 3.44792 0.86627 0.80558  C10 1.391, C16 1.425, H24 1.094
12 C 5.25691 -0.71223 0.52349  C5 1.403, C10 1.407, H31 1.089
13 C -3.46290 -1.02147 -1.56402  C7 1.406, C15 1.389, H32 1.096
14 C -0.97713 -0.09865 2.52260  C4 1.583, C17 1.494, H38 1.100, H41 1.101
15 C -2.10894 -1.23630 -1.34221  C13 1.389, C22 1.422, H29 1.093
16 C 2.54565 -0.19808 1.09282  C6 1.437, C11 1.425, C18 1.420
17 C -0.58949 1.31745 2.24753  C14 1.494, C19 1.378, H36 1.091
18 C 3.06099 -1.52060 1.13474  C5 1.394, C16 1.420, H25 1.090
19 C 0.64931 1.38112 1.64824  C6 1.421, C17 1.378, H23 1.093
20 C -5.43426 0.50134 -1.96206  C7 1.498, H26 1.098, H30 1.098, H37 1.096
21 C -1.69068 1.13328 -1.64196  C9 1.389, C22 1.420, H27 1.081
22 C -1.17500 -0.16495 -1.38527  C8 1.430, C15 1.422, C21 1.420
23 H 1.21221 2.29608 1.44900  C19 1.093
24 H 3.06778 1.89227 0.80003  C11 1.094
25 H 2.38397 -2.33299 1.40022  C18 1.090
26 H -5.68790 0.77709 -2.99386  C20 1.098
27 H -0.96738 1.93599 -1.67949  C21 1.081
28 H -0.17811 -1.62731 1.10956  C4 1.099
29 H -1.72212 -2.24286 -1.16225  C15 1.093
30 H -5.77740 1.32281 -1.31948  C20 1.098
31 H 6.30877 -0.90839 0.31858  C12 1.089
32 H -4.15435 -1.87162 -1.56159  C13 1.096
33 H -3.38683 2.34825 -2.10482  C9 1.091
34 H 0.56314 -1.43235 -1.00168  C8 1.096
35 H 4.75299 -2.80829 0.82131  C5 1.091
36 H -1.20487 2.17037 2.53806  C17 1.091
37 H -5.98867 -0.40830 -1.70508  C20 1.096
38 H -0.96569 -0.30216 3.60390  C14 1.100
39 H 5.45142 1.44524 0.27541  C10 1.093
40 H 0.67804 -1.56877 2.64310  C4 1.099
41 H -1.96029 -0.40341 2.13275  C14 1.101



The lowest E_LUMO belongs to which entry?
C19H19NO2



total charge of number 2 (C19H19NO2)?
0